(i)
ORCA calculation (ωB97M-V/def2-TZVPD) on one molecule with the formula CH3Cl2OP.

**SMILES**: CP(=O)(Cl)Cl
**Lowest unoccupied orbital energy**: 0.472 eV
**HOMO**: -10.846 eV
**Orbital gap**: 11.318 eV

XYZ file:
```
8
CH3Cl2OP ωB97M-V/def2-TZVPD
C -0.6052 0.8299 -0.1358
P 0.5238 -0.6097 0.2225
O 1.3781 -0.3320 1.4883
Cl 1.5856 -0.9517 -1.4183
Cl -0.5912 -2.3007 0.2192
H -0.3226 1.6531 0.6061
H -0.3970 1.1635 -1.0578
H -1.5715 0.5476 0.0757
```

Okay, here come the Löwdin numbers, in e, for every atom: number 1, C, carries -0.19; number 2, P, carries -0.08; number 3, O, carries -0.45; number 4, Cl, carries 0.34; number 5, Cl, carries 0.30; number 6, H, carries 0.09; number 7, H, carries -0.02; number 8, H, carries 0.01

---

(ii)
ORCA calculation (ωB97M-V/def2-TZVPD) on a 2-piece molecular cluster, CH3Cl2OP overall.

**Lowest unoccupied orbital energy (alpha / beta)**: -0.721 / 0.016 eV
**HOMO (alpha / beta)**: -7.492 / -7.953 eV
**Orbital gap (alpha / beta)**: 6.771 / 7.969 eV

XYZ file:
```
8
CH3Cl2OP ωB97M-V/def2-TZVPD
C 0.6222 -0.2852 -0.8975
O -0.4785 0.2479 -0.6419
P -0.7767 1.6316 0.2050
Cl 0.6889 -1.6820 -1.8788
Cl 2.0788 0.3926 -0.3017
H 0.1514 -0.9328 1.2369
H -0.0723 -0.5770 1.8715
H -2.2138 1.2048 0.4065
```

Okay, here come the Löwdin numbers, in e, for every atom: number 1, C, carries -1.40; number 2, O, carries -0.65; number 3, P, carries 0.75; number 4, Cl, carries 0.69; number 5, Cl, carries 0.64; number 6, H, carries 0.03; number 7, H, carries 0.06; number 8, H, carries -0.11

---

Tell me which of them is the least stable. Sure, it is (ii).

---

(i)
ORCA calculation (ωB97M-V/def2-TZVPD) on a 3-piece molecular cluster, C7H14O2 overall.

**Lowest unoccupied orbital energy (alpha / beta)**: -0.596 / -0.594 eV
**HOMO (alpha / beta)**: -8.658 / -8.666 eV
**Orbital gap (alpha / beta)**: 8.063 / 8.072 eV

XYZ file:
```
23
C7H14O2 ωB97M-V/def2-TZVPD
C -1.1731 0.8233 1.3698
C -0.1896 2.4079 -0.7913
O 0.3302 1.4639 0.0682
H -0.5876 1.9499 -1.7133
H -1.5335 0.1828 2.1670
H -1.7738 0.7290 0.4754
H -0.9915 1.8118 1.7648
H 0.5501 3.1777 -1.0533
H -1.0455 2.9425 -0.3266
C 1.8999 -0.3384 -1.2969
C -0.8893 -2.3292 0.1864
C 0.4244 -0.5083 -0.9987
C 0.0591 -1.1863 0.3065
C 0.4791 -0.7064 1.5101
O -0.4220 -0.4454 -1.8810
H 2.4584 0.0317 -0.4400
H 2.3077 -1.3102 -1.5929
H 2.0133 0.3588 -2.1248
H -1.2432 -2.6781 1.1569
H -0.3999 -3.1624 -0.3285
H -1.7308 -2.0356 -0.4453
H 0.2119 -1.2293 2.4208
H 1.2455 0.0504 1.5667
```

Löwdin population analysis, charges in e, atoms 1 to 8: number 1, C, carries 0.16; number 2, C, carries -0.22; number 3, O, carries -0.33; number 4, H, carries 0.08; number 5, H, carries 0.05; number 6, H, carries 0.07; number 7, H, carries 0.06; number 8, H, carries 0.08

---

(ii)
ORCA calculation (ωB97M-V/def2-TZVPD) on a 3-piece molecular cluster, C7H14O2 overall.

**Lowest unoccupied orbital energy (alpha / beta)**: 0.786 / 0.795 eV
**HOMO (alpha / beta)**: -6.501 / -6.343 eV
**Orbital gap (alpha / beta)**: 7.287 / 7.138 eV

XYZ file:
```
23
C7H14O2 ωB97M-V/def2-TZVPD
C 1.7540 -0.0744 0.3254
C -0.2845 0.7923 0.4590
C -0.7719 -0.2825 -0.2730
C 2.2885 -0.6435 -0.9531
C -0.4438 0.9090 1.9464
C -0.7718 -0.3362 -1.7682
C -2.9193 0.4453 0.0816
O 1.9075 -0.9059 1.4309
O -3.5793 0.6162 -0.9114
H 1.6636 -1.8083 1.1873
H 2.1692 0.8985 0.5763
H -0.2059 1.7361 -0.0773
H -0.8305 -1.2407 0.2395
H -3.4539 0.5273 1.0821
H 1.8402 -1.6160 -1.1849
H 2.1305 0.0429 -1.7861
H 3.3721 -0.8234 -0.8851
H -0.5642 -0.0690 2.4143
H -1.3192 1.5195 2.1844
H 0.4259 1.3947 2.3973
H -0.1918 -1.1782 -2.1516
H -1.7946 -0.5025 -2.1246
H -0.4206 0.5989 -2.2092
```

Löwdin population analysis, charges in e, atoms 1 to 8: number 1, C, carries -0.29; number 2, C, carries -0.25; number 3, C, carries -0.23; number 4, C, carries -0.09; number 5, C, carries -0.09; number 6, C, carries -0.09; number 7, C, carries -0.12; number 8, O, carries -0.04

---

(iii)
ORCA calculation (ωB97M-V/def2-TZVPD) on C7H14O2 as an isolated structure.

**Lowest unoccupied orbital energy**: -0.823 eV
**HOMO**: -7.811 eV
**Orbital gap**: 6.988 eV

XYZ file:
```
23
C7H14O2 ωB97M-V/def2-TZVPD
C -0.7968 -1.6588 -1.4170
C -0.3471 -1.2379 0.0736
C 0.0935 0.0339 0.2731
C -0.1498 0.5610 1.7367
C 1.0192 0.0043 2.3015
C 0.5467 0.8041 -0.8656
C -0.2670 1.7467 -1.7899
H -0.7343 -1.1250 -2.3471
H -0.1515 -2.5390 -1.6099
H -2.1119 -1.7996 -0.8996
H -0.3893 -1.8982 1.1660
H -1.0515 0.2241 2.2766
H -0.1968 1.5734 1.5365
H 1.2128 0.6636 3.1417
H 1.8252 0.2547 1.4220
H 1.1562 -1.8226 3.9322
H 1.3839 1.4398 -0.2455
H 1.4388 0.2995 -1.4509
H 0.4585 2.5103 -2.3582
H -0.8668 2.5931 -1.2938
H -0.9923 1.6082 -3.9897
O 0.8910 -1.4708 2.4398
O -1.0876 1.0331 -2.5840
```

Löwdin population analysis, charges in e, atoms 1 to 8: number 1, C, carries -0.08; number 2, C, carries -0.12; number 3, C, carries -0.37; number 4, C, carries -0.18; number 5, C, carries -0.35; number 6, C, carries -0.19; number 7, C, carries -0.40; number 8, H, carries 0.01

---

(iv)
ORCA calculation (ωB97M-V/def2-TZVPD) on a 2-piece molecular cluster, C7H14O2 overall.

**SMILES**: C1CCCC1.CC(=O)O
**Lowest unoccupied orbital energy**: 0.577 eV
**HOMO**: -9.221 eV
**Orbital gap**: 9.797 eV

XYZ file:
```
23
C7H14O2 ωB97M-V/def2-TZVPD
C 1.3104 -1.0604 0.2705
C 0.8560 0.1577 -0.4792
C 1.9974 1.1628 -0.4521
C 3.2831 0.3622 -0.1087
C 2.8399 -0.9196 0.6352
H 0.6226 -0.9165 1.3198
H 1.2479 -2.1315 -0.1835
H -0.0422 0.5427 0.1132
H 0.6419 -0.0799 -1.4790
H 1.9480 2.1340 0.2901
H 2.0225 1.8411 -1.4289
H 4.1913 0.7165 0.5716
H 3.8344 0.3059 -1.0887
H 2.7245 -0.5165 1.6523
H 3.4933 -1.7261 0.7601
C -2.7504 0.7969 1.1741
C -2.5201 0.1227 -0.0702
O -1.4792 0.0384 -0.7449
O -3.4521 -0.7933 -0.4529
H -1.8009 1.4844 1.2038
H -3.7280 1.5296 1.4491
H -2.7200 0.0902 2.0447
H -3.0825 -0.9684 -1.4598
```

Löwdin population analysis, charges in e, atoms 1 to 8: number 1, C, carries -0.20; number 2, C, carries -0.28; number 3, C, carries -0.22; number 4, C, carries -0.24; number 5, C, carries -0.20; number 6, H, carries 0.15; number 7, H, carries 0.12; number 8, H, carries 0.09

---

Tell me which of them is the least stable. Sure, it is (iii).

---

(i)
ORCA calculation (ωB97M-V/def2-TZVPD) on a 4-piece molecular cluster, C5H18O3 overall.

**SMILES**: CCCCC.O.O.O
**Lowest unoccupied orbital energy**: 0.405 eV
**HOMO**: -10.676 eV
**Orbital gap**: 11.081 eV

XYZ file:
```
26
C5H18O3 ωB97M-V/def2-TZVPD
C 0.0677 -3.3246 0.0394
C 0.7775 -2.1121 0.6350
C -0.2499 -1.0364 1.1579
C -0.5156 0.0037 0.0659
C 0.6753 0.9648 -0.1536
H -0.9441 -3.1631 -0.3130
H 0.6176 -3.6896 -0.8273
H -0.0335 -4.2213 0.6604
H 1.3248 -2.2920 1.5686
H 1.4899 -1.7705 -0.1267
H -1.2346 -1.5117 1.2345
H 0.0410 -0.5308 2.0668
H -0.8035 -0.3459 -0.9325
H -1.3988 0.5927 0.3593
H 0.3465 1.9763 -0.3712
H 1.3412 1.1363 0.7067
H 1.3139 0.5371 -0.9309
O -1.1313 4.0804 -1.9799
H -1.8775 4.0722 -2.5988
H -0.8043 3.1886 -1.8726
O -5.4544 2.2664 -3.0231
H -4.8026 2.7511 -3.5430
H -5.4006 1.3245 -3.2405
O 5.7372 0.5734 3.4638
H 5.4661 -0.3306 3.6040
H 5.4520 0.8611 4.3510
```

Löwdin population analysis, charges in e, atoms 1 to 8: number 1, C, carries -0.12; number 2, C, carries -0.24; number 3, C, carries -0.21; number 4, C, carries -0.28; number 5, C, carries -0.11; number 6, H, carries 0.06; number 7, H, carries 0.06; number 8, H, carries 0.07

---

(ii)
ORCA calculation (ωB97M-V/def2-TZVPD) on a 4-piece molecular cluster, C5H18O3 overall.

**SMILES**: CCCCC.O.O.O
**Lowest unoccupied orbital energy**: 0.615 eV
**HOMO**: -10.642 eV
**Orbital gap**: 11.257 eV

XYZ file:
```
26
C5H18O3 ωB97M-V/def2-TZVPD
C 1.0328 -1.5758 -1.0651
C 0.7463 -0.6089 0.0927
C -0.4890 -1.0044 0.8983
C -1.6058 -1.9564 0.4243
C -2.4213 -1.7032 -0.8127
H 0.4631 -1.3876 -1.9706
H 2.0822 -1.5787 -1.3386
H 0.9030 -2.6276 -0.7660
H 1.6185 -0.3100 0.6829
H 0.4358 0.3066 -0.4107
H -0.1686 -1.5312 1.8334
H -0.9352 -0.1185 1.3788
H -1.0504 -2.8915 0.2900
H -2.1922 -2.0743 1.3468
H -2.8187 -2.6207 -1.2374
H -3.2791 -1.0339 -0.6614
H -1.7932 -1.1389 -1.5207
O -1.0647 2.7139 -0.2515
H -0.2250 3.1270 0.0031
H -0.8436 1.7823 -0.2698
O 0.0057 2.6927 2.4621
H 0.5903 3.3453 2.8748
H -0.8434 3.1495 2.3657
O 3.2518 0.4155 -1.7957
H 3.0550 0.0253 -0.9251
H 3.8795 -0.2879 -2.0337
```

Löwdin population analysis, charges in e, atoms 1 to 8: number 1, C, carries -0.11; number 2, C, carries -0.24; number 3, C, carries -0.23; number 4, C, carries -0.28; number 5, C, carries -0.11; number 6, H, carries 0.08; number 7, H, carries 0.04; number 8, H, carries 0.08

---

Tell me which of them is the least stable. Sure, it is (i).